(1)
Formula: C5H6O2
Source: the OMol25 dataset
Level of theory: ωB97M-V/def2-TZVPD

The calculation puts the energy above the lowest of the compared OMol25 structures with the same formula, charge and spin at 122.05 kcal/mol. The max |F| comes out at 0.57 eV Å⁻¹. As for the frontier orbital gap: 8.38 eV. The calculation puts the HOMO energy at -0.287 Eh.

Structure (ORCA input):
```
! RIJCOSX wB97M-V def2-TZVPD def2/J DEFGRID3
* xyz 0 1
C 0.6778 1.0376 0.4609
C -0.0292 0.8306 -0.8598
O 0.6525 -0.4957 -1.1107
C 0.8007 -0.4708 0.4733
C -0.7451 -0.9495 0.6352
O -1.4832 -0.3840 1.5141
C -0.8659 -0.3660 -0.7982
H 1.6084 1.5961 0.3505
H 0.0353 1.3897 1.2740
H -0.0417 1.5005 -1.7127
H 1.6867 -1.0053 0.8132
H -0.7223 -2.0688 0.5455
H -1.5738 -0.6146 -1.5854
*
```

(2)
Formula: C12H21N3
Source: the OMol25 dataset
Level of theory: ωB97M-V/def2-TZVPD

Its SMILES is Cn1cc(CCN)nc1C1CCCCC1. The calculation puts the energy above the lowest of the compared OMol25 structures with the same formula, charge and spin at 58.37 kcal/mol. The max |F| comes out at 6.68 eV Å⁻¹. As for the frontier orbital gap: 8.61 eV. The calculation puts the HOMO energy at -0.287 Eh.

Structure (ORCA input):
```
! RIJCOSX wB97M-V def2-TZVPD def2/J DEFGRID3
* xyz 0 1
C -0.1122 2.6202 0.1740
N 0.5831 1.3799 0.1673
C 1.9443 1.2347 0.0680
C 2.0901 -0.1607 -0.1762
C 3.3854 -0.8854 -0.4080
C 4.6777 -0.2042 0.3174
N 5.9482 -1.0074 0.1831
N 0.9656 -0.8077 -0.2107
C -0.0656 0.1538 -0.0046
C -1.4738 -0.2052 0.0256
C -2.2490 0.2121 -1.2083
C -3.6107 -0.2277 -1.2516
C -3.7133 -1.3235 -0.1387
C -3.3246 -1.0458 1.3521
C -2.3020 0.0386 1.4413
H 0.3880 3.4313 0.6629
H -1.0412 2.3484 0.6869
H -0.5211 2.8980 -0.8849
H 2.8391 1.9302 0.0301
H 3.2105 -1.8880 -0.0648
H 3.6985 -0.9992 -1.4771
H 4.8702 0.8298 -0.0721
H 4.4971 0.0535 1.3607
H 5.5683 -1.9797 0.0908
H 6.4108 -0.7782 -0.8839
H -1.4236 -1.2831 -0.0219
H -1.6282 -0.2770 -2.0571
H -2.1105 1.4945 -1.3930
H -4.2532 0.6545 -0.9901
H -3.8785 -0.6155 -2.1613
H -4.7223 -1.6129 -0.1627
H -3.0668 -2.2016 -0.3705
H -2.8260 -1.8665 1.7778
H -4.2809 -0.9659 1.8762
H -1.6549 0.0290 2.2893
H -2.8187 1.0267 1.4339
*
```

(3)
Formula: C7H28N14O7
Source: the OMol25 dataset
Level of theory: ωB97M-V/def2-TZVPD

Its SMILES is NC(N)=O.NC(N)=O.NC(N)=O.NC(N)=O.NC(N)=O.NC(N)=O.NC(N)=O. The calculation puts the energy above the lowest of the compared OMol25 structures with the same formula, charge and spin at 136.59 kcal/mol. The max |F| comes out at 11.05 eV Å⁻¹. As for the frontier orbital gap: 9.25 eV. The calculation puts the HOMO energy at -0.341 Eh.

Structure (ORCA input):
```
! RIJCOSX wB97M-V def2-TZVPD def2/J DEFGRID3
* xyz 0 1
N 29.7638 -5.3417 -0.1263
C 30.0952 -4.8247 -1.3008
N 31.3811 -4.7558 -1.4309
O 29.2315 -4.5348 -2.1450
H 28.7885 -5.4379 0.1180
H 30.5038 -5.8880 0.2907
H 31.8162 -4.3404 -2.2422
H 31.8309 -5.2611 -0.6809
N 29.5136 -7.4394 -3.0742
C 29.7076 -7.5012 -4.3168
N 29.9741 -6.3460 -4.6962
O 29.4774 -8.4876 -4.9756
H 29.5899 -6.5284 -2.6448
H 29.4082 -8.3617 -2.6762
H 30.0449 -6.1485 -5.6841
H 29.5457 -5.5320 -4.2790
N 33.3253 -8.7005 0.0316
C 33.1877 -7.3818 -0.1041
N 33.5713 -6.7984 -1.1251
O 32.4761 -6.7608 0.6948
H 33.0134 -9.2449 0.8231
H 34.0534 -9.1723 -0.4854
H 34.1687 -7.3384 -1.7347
H 33.3918 -5.8229 -1.3156
N 26.1328 -3.9032 -3.9477
C 25.9037 -2.9349 -3.1163
N 26.9775 -2.8752 -2.4080
O 25.0329 -2.1169 -3.0320
H 26.9274 -4.4884 -3.7332
H 25.6066 -4.0624 -4.7951
H 27.8477 -3.3844 -2.4680
H 27.0032 -2.2000 -1.6574
N 28.1320 -5.7837 3.1588
C 27.1493 -5.4978 4.0024
N 26.3464 -6.4689 4.0923
O 27.0444 -4.3608 4.5540
H 28.8470 -5.1171 2.9046
H 28.3208 -6.7692 3.0441
H 26.3151 -7.2239 3.4222
H 25.3869 -6.3342 4.3774
N 31.5728 -3.1122 -4.8475
C 32.9017 -3.2072 -4.6795
N 33.6788 -2.4743 -5.4265
O 33.4038 -3.8615 -3.8495
H 31.0274 -3.3502 -4.0315
H 31.1741 -2.8949 -5.7497
H 34.6331 -2.6863 -5.6805
H 33.1165 -1.7802 -5.8979
N 24.9221 -5.6169 -1.0395
C 25.5560 -5.3101 0.0625
N 26.8293 -5.5998 0.0526
O 25.0399 -4.8381 1.1132
H 25.4971 -5.8319 -1.8416
H 23.9642 -5.3042 -0.9709
H 27.0745 -6.3427 -0.5862
H 27.4626 -5.1585 0.7040
*
```

(4)
Formula: C5H12N2O
Source: the OMol25 dataset
Level of theory: ωB97M-V/def2-TZVPD

Its SMILES is C=NNCC[C@@H](C)O. The calculation puts the energy above the lowest of the compared OMol25 structures with the same formula, charge and spin at 80.51 kcal/mol. The max |F| comes out at 3.63 eV Å⁻¹. As for the frontier orbital gap: 9.75 eV. The calculation puts the HOMO energy at -0.325 Eh.

Structure (ORCA input):
```
! RIJCOSX wB97M-V def2-TZVPD def2/J DEFGRID3
* xyz 0 1
C -2.7921 -0.8436 0.0311
N -1.6685 -0.3093 -0.2977
N -1.1892 0.6794 0.4614
C -0.2105 1.5347 -0.1705
C 1.2623 1.1969 -0.0018
C 1.7332 -0.2728 -0.0835
C 1.4795 -1.0933 1.2219
O 1.2181 -0.9134 -1.3615
H -3.1825 -1.6461 -0.6313
H -3.4056 -0.4866 0.7745
H -1.8425 1.2610 1.0228
H -0.5431 1.7619 -1.2251
H -0.2710 2.6454 0.2856
H 1.6164 1.5747 0.9985
H 1.8847 1.6955 -0.7733
H 2.8373 -0.2600 -0.2796
H 2.1659 -0.9177 2.1115
H 1.3792 -2.1735 1.0990
H 0.4944 -0.7176 1.6399
H 0.2911 -1.1525 -1.2601
*
```

(5)
Formula: C6H14Si
Source: the OMol25 dataset
Level of theory: ωB97M-V/def2-TZVPD

Its SMILES is C=CC[Si](C)(C)C. The calculation puts the energy above the lowest of the compared OMol25 structures with the same formula, charge and spin at 10.18 kcal/mol. The max |F| comes out at 2.85 eV Å⁻¹. As for the frontier orbital gap: 10.30 eV. The calculation puts the HOMO energy at -0.342 Eh.

Structure (ORCA input):
```
! RIJCOSX wB97M-V def2-TZVPD def2/J DEFGRID3
* xyz 0 1
C -1.6302 0.6494 -2.3832
C -0.4483 0.0957 -2.1294
C -0.1244 -0.9416 -1.0296
Si 0.3238 -0.1809 0.5747
C 0.5960 -1.3308 1.9836
C 1.9902 0.7164 0.4383
C -1.1214 0.9236 1.0949
H -1.8569 1.0527 -3.3573
H -2.4425 0.2920 -1.7625
H 0.3796 0.4248 -2.7447
H 0.6771 -1.5982 -1.3555
H -1.0132 -1.6068 -0.7049
H 0.9374 -0.8654 2.8679
H -0.2936 -1.9997 2.2063
H 1.4689 -1.8750 1.7615
H 2.6795 0.8296 1.2659
H 1.7736 1.7575 0.0925
H 2.4089 0.0062 -0.3093
H -2.0187 0.4402 1.4354
H -1.4107 1.5413 0.2136
H -0.8750 1.6689 1.8418
*
```

(6)
Formula: C2H3Cl3OSi
Source: the OMol25 dataset
Level of theory: ωB97M-V/def2-TZVPD

The calculation puts the energy above the lowest of the compared OMol25 structures with the same formula, charge and spin at 40.28 kcal/mol. The max |F| comes out at 4.75 eV Å⁻¹. As for the frontier orbital gap: 9.28 eV. The calculation puts the HOMO energy at -0.328 Eh.

Structure (ORCA input):
```
! RIJCOSX wB97M-V def2-TZVPD def2/J DEFGRID3
* xyz 0 1
C 0.0627 -0.2787 0.5262
C -0.8221 -0.3330 -0.6103
O -0.2963 -1.5381 -0.0970
Si -3.2087 0.1259 -0.1006
Cl -3.4950 1.8696 0.7953
Cl -4.3179 -0.0787 -1.7195
Cl -3.4573 -1.4318 1.0749
H 1.1528 -0.2092 0.4363
H -0.2590 0.0166 1.6113
H -0.7204 -0.0646 -1.6437
*
```

(7)
Formula: C18H21NO4
Source: the OMol25 dataset
Level of theory: ωB97M-V/def2-TZVPD

Its SMILES is CCCNc1cc2c(cc1OCC)C(=O)C(C)=C(CC=O)C2=O. The calculation puts the energy above the lowest of the compared OMol25 structures with the same formula, charge and spin at 442.44 kcal/mol. The max |F| comes out at 8.75 eV Å⁻¹. As for the frontier orbital gap: 7.18 eV. The calculation puts the HOMO energy at -0.325 Eh.

Structure (ORCA input):
```
! RIJCOSX wB97M-V def2-TZVPD def2/J DEFGRID3
* xyz 0 1
C 0.8837 3.6216 4.3506
C -0.4515 3.2278 3.4482
C -0.5869 1.5707 3.5641
N 0.5364 1.0038 2.7225
C 0.1298 0.7599 1.2858
C -0.8875 -0.5319 1.0222
C -1.3193 -0.8689 -0.5230
C -0.8153 -0.0006 -1.8596
C 0.1535 1.2979 -1.5943
C 0.5886 1.6321 -0.0244
O 1.5041 2.8079 0.1491
C 2.8116 2.2696 -0.3542
C 4.0667 2.6265 0.6914
C -1.3122 -0.5131 -3.3722
O -1.6267 0.3419 -4.3712
C -1.4310 -2.1744 -3.5215
C -1.0222 -3.0048 -4.8786
C -1.9081 -2.9511 -2.3075
C -2.0395 -4.5965 -2.2736
C -1.3674 -5.0631 -0.8179
O -0.0301 -5.2220 -0.6964
C -2.2972 -2.1789 -0.8758
O -3.3145 -2.5413 -0.0853
H 1.7854 3.7649 3.5933
H 0.7285 4.5792 5.0062
H 1.2116 2.7112 5.0490
H -0.1474 3.4258 2.3125
H -1.4246 3.7957 3.7690
H -1.6560 1.1765 3.2971
H -0.4089 1.2943 4.7056
H 0.8568 0.0675 3.1009
H -1.2548 -1.1622 1.9397
H 0.5171 1.9389 -2.5247
H 2.7069 1.0806 -0.3763
H 3.0422 2.6983 -1.4440
H 4.8554 1.7662 0.5856
H 4.5174 3.6535 0.2896
H 3.6234 2.7293 1.7891
H -0.4691 -2.3355 -5.6940
H -0.2002 -3.8011 -4.5390
H -1.8904 -3.6307 -5.3557
H -3.1715 -4.8873 -2.2173
H -1.4247 -5.1486 -3.1022
H -2.0621 -5.2296 0.1370
*
```

(8)
Formula: C2H9NO2SSi
Source: the OMol25 dataset
Level of theory: ωB97M-V/def2-TZVPD

The calculation puts the energy above the lowest of the compared OMol25 structures with the same formula, charge and spin at 0.00 kcal/mol. The max |F| comes out at 8.13 eV Å⁻¹. As for the frontier orbital gap (spin up / spin down): 6.59 / 7.63 eV. The calculation puts the HOMO energy (spin up / spin down) at -0.222 / -0.375 Eh.

Structure (ORCA input):
```
! RIJCOSX wB97M-V def2-TZVPD def2/J DEFGRID3
* xyz 0 3
C -0.4086 1.6028 0.8365
C -0.4003 0.4166 1.5030
N 1.3539 -1.7271 -2.0777
O 0.1569 0.4205 -2.2866
O 2.2160 0.3410 -0.9553
Si -1.6079 -0.8036 1.0229
S 0.6923 -0.3922 -1.2296
H 0.2774 2.4431 1.1014
H 2.1917 1.3089 -1.1450
H -1.0746 1.8080 0.0559
H 0.3150 0.1513 2.3229
H 1.6457 -1.4204 -3.0456
H 1.8429 -2.4037 -1.5327
H -2.6370 -1.0440 2.0948
H -2.2859 0.0859 0.0293
H -0.9209 -1.9045 0.3404
*
```

Look up the max |F| of the fourth one. 3.63 eV Å⁻¹

Please write out number 8 again, unchanged.
Formula: C2H9NO2SSi
Source: the OMol25 dataset
Level of theory: ωB97M-V/def2-TZVPD

The calculation puts the energy above the lowest of the compared OMol25 structures with the same formula, charge and spin at 0.00 kcal/mol. The max |F| comes out at 8.13 eV Å⁻¹. As for the frontier orbital gap (spin up / spin down): 6.59 / 7.63 eV. The calculation puts the HOMO energy (spin up / spin down) at -0.222 / -0.375 Eh.

Structure (ORCA input):
```
! RIJCOSX wB97M-V def2-TZVPD def2/J DEFGRID3
* xyz 0 3
C -0.4086 1.6028 0.8365
C -0.4003 0.4166 1.5030
N 1.3539 -1.7271 -2.0777
O 0.1569 0.4205 -2.2866
O 2.2160 0.3410 -0.9553
Si -1.6079 -0.8036 1.0229
S 0.6923 -0.3922 -1.2296
H 0.2774 2.4431 1.1014
H 2.1917 1.3089 -1.1450
H -1.0746 1.8080 0.0559
H 0.3150 0.1513 2.3229
H 1.6457 -1.4204 -3.0456
H 1.8429 -2.4037 -1.5327
H -2.6370 -1.0440 2.0948
H -2.2859 0.0859 0.0293
H -0.9209 -1.9045 0.3404
*
```